Entry 1:
14
Properties=species:S:1:pos:R:3:forces:R:3 method="wB97M-V/def2-TZVPD" homo_ev=-8.904 lumo_ev=1.18 total_charge=0
C 0.231956 -0.602174 2.437587 1.182 1.331 -0.959
C -0.402952 1.404601 -1.174786 -0.332 -0.269 -1.002
N 0.012941 0.200811 1.216322 0.089 -2.070 -2.626
N 0.127595 -0.542317 0.184772 -0.327 0.291 1.054
N 0.078639 -0.820301 -2.081177 -1.128 -2.295 -2.554
N -0.225645 -0.069530 -1.046846 -0.350 3.265 2.570
H 1.168144 -1.157615 2.499146 -0.040 -0.042 -0.403
H -0.588994 -1.204130 2.675327 -1.309 -1.086 0.067
H 0.257349 0.184766 3.127906 0.231 0.744 1.708
H 0.456539 1.982274 -1.526544 0.562 -0.673 -0.120
H -1.233792 1.812798 -1.872044 0.794 -1.351 1.632
H -0.430491 1.553873 -0.117427 -1.049 1.599 0.479
H -0.477759 -1.683412 -2.116131 0.257 0.608 0.038
H 1.026468 -1.059644 -2.206105 1.418 -0.051 0.118



Entry 2:
15
Properties=species:S:1:pos:R:3:forces:R:3 method="wB97M-V/def2-TZVPD" homo_ev=-8.534 lumo_ev=0.83 total_charge=0
C 0.437324 -1.348629 -0.417119 1.256 -0.751 2.902
C 0.501837 -1.794300 -1.687278 -0.015 0.495 0.241
C -0.228923 -0.117289 -0.400316 -2.202 1.803 -1.258
C -0.571118 0.178838 -1.731196 1.853 -1.495 1.210
C 0.455414 1.146396 1.728148 -0.551 1.167 0.958
C -0.718945 0.537713 0.881833 3.458 2.128 -1.631
O -0.023412 -0.863495 -2.498408 -1.518 1.516 -0.719
Cl -1.212271 1.576624 -2.551665 0.428 -1.220 0.607
H 0.868776 -1.661947 0.611864 -0.782 -0.317 -2.322
H 0.762204 -2.705242 -2.182823 0.418 -0.168 0.046
H 1.006102 0.341364 2.216534 0.263 0.022 -0.198
H -0.076896 1.682477 2.608438 1.124 -0.498 -1.411
H 1.188867 1.841275 1.207013 -1.150 -0.832 0.539
H -1.365321 1.375263 0.670943 -0.761 -0.286 -0.019
H -1.023638 -0.189049 1.544031 -1.819 -1.563 1.056



Entry 3:
29
Properties=species:S:1:pos:R:3:forces:R:3 method="wB97M-V/def2-TZVPD" homo_ev="-14.865 / -14.990" lumo_ev="-9.55 / -9.55" s2=0.753 total_charge=+2 multiplicity=2
C -3.454819 -1.114618 -1.710613 0.296 -0.007 -0.367
O -3.512579 -0.400540 -0.703293 -0.213 0.119 -0.309
C -3.097996 -0.881665 0.624585 0.059 -0.297 0.498
C -2.529642 0.281821 1.389947 0.146 0.387 0.222
O -1.277751 0.716750 0.846862 -0.791 -0.264 -0.106
C -1.257861 2.012011 0.237313 -0.398 0.657 0.144
C -0.416696 1.976023 -1.015750 0.695 1.131 -0.786
O -0.070680 2.909130 -1.651032 -0.472 -1.218 0.701
H -3.044369 -2.133117 -1.662329 -0.215 0.158 -0.009
H -3.775589 -0.654964 -2.651862 -0.071 -0.155 0.180
H -2.373265 -1.692239 0.481373 -0.221 0.107 -0.028
H -4.011801 -1.245992 1.107823 0.165 0.034 -0.130
H -3.231837 1.123062 1.427850 0.041 -0.226 0.029
H -2.354344 -0.057737 2.417875 -0.166 0.038 -0.100
H -0.855656 2.750569 0.946300 -0.076 -0.094 -0.217
H -2.272195 2.306414 -0.063871 0.189 0.049 0.057
O 2.421657 1.055564 0.528190 0.632 0.490 -0.479
C 3.204702 0.633526 -0.543134 0.331 0.342 -0.683
C 3.155037 -0.886466 -0.695803 0.610 0.181 0.024
O 1.786798 -1.341724 -0.575753 -0.566 -1.105 -0.302
C 1.054951 -1.377586 -1.797596 -0.663 1.032 -0.282
Sr 0.942577 -0.172945 1.258689 -0.152 -0.781 1.776
H 4.267223 0.914759 -0.427219 -0.296 -0.037 -0.027
H 2.853634 1.098309 -1.486801 0.156 -0.082 0.254
H 3.697155 -1.373183 0.127521 -0.144 0.043 -0.214
H 3.568539 -1.234486 -1.652051 -0.022 0.074 0.270
H 1.701164 -1.828320 -2.565237 -0.283 0.898 -0.191
H 0.177122 -2.035485 -1.786329 0.266 -0.342 0.789
H 0.586070 -0.342383 -1.939619 1.163 -1.134 -0.713



The following M values (in g/mol) correspond, in order, to the records above: 88.1; 130.6; 278.8.